Entry 1:
The following is a quantum chemistry calculation of a molecular structure, C7H16N3S2 at a distorted geometry, from the Open Molecules 2025 dataset.

**E_HOMO (spin up / spin down)**: -12.06 / -12.06 eV
**Frontier orbital gap (spin up / spin down)**: 7.45 / 7.46 eV
**Charge**: +1
**ΔE to the lowest compared entry with this formula, charge and spin**: 19.9 kcal/mol

Last column: Mulliken charge in e.
Positions of all 28 atoms, in Å:
1 C 0.34 -1.52 0.23  -0.674
2 C 1.23 -0.56 -0.73  -0.432
3 C 1.12 1.89 -1.20  -0.297
4 C 2.07 2.16 -0.05  -0.986
5 C -0.44 0.41 -2.27  -0.681
6 C -1.92 -0.87 1.29  -0.527
7 C -1.79 -0.49 2.69  -0.880
8 N -0.80 -0.57 0.46  0.515
9 N -0.48 0.67 0.14  -0.816
10 N 0.36 0.62 -1.05  0.345
11 S 1.16 1.63 1.45  -0.020
12 S -3.45 -0.58 3.61  -0.145
13 H 0.06 -2.38 -0.29  0.344
14 H 0.78 -1.69 1.16  0.418
15 H 2.07 -0.11 -0.30  0.301
16 H 1.43 -1.09 -1.66  0.327
17 H 0.36 2.66 -1.12  0.391
18 H 1.54 1.80 -2.30  0.322
19 H 2.94 1.65 -0.21  0.476
20 H 2.28 3.22 0.12  0.439
21 H -0.96 1.31 -2.68  0.312
22 H 0.27 0.08 -3.15  0.348
23 H -1.18 -0.34 -1.96  0.318
24 H -2.68 -0.03 0.88  0.297
25 H -2.36 -1.79 1.12  0.437
26 H -1.13 -1.13 3.31  0.277
27 H -1.49 0.49 2.66  0.450
28 H -3.55 0.72 3.56  0.141

Entry 2:
The following is a quantum chemistry calculation of 10 unconnected molecules or ions with the total composition H20O10 at a distorted geometry, from the Open Molecules 2025 dataset.

**E_HOMO**: -9.00 eV
**SMILES**: O.O.O.O.O.O.O.O.O.O
**Frontier orbital gap**: 8.72 eV
**Charge**: 0
**ΔE to the lowest compared entry with this formula, charge and spin**: 183.6 kcal/mol

Last column: Mulliken charge in e.
Positions of all 30 atoms, in Å:
1 O -0.54 0.88 0.34  -0.558
2 H -0.96 1.11 1.21  0.275
3 H -0.78 -0.03 0.38  0.288
4 O -2.45 1.56 0.27  -0.560
5 H -3.22 1.39 -0.33  0.290
6 H -2.78 1.14 1.05  0.284
7 O 2.51 0.89 4.20  -0.628
8 H 2.51 -0.05 4.29  0.314
9 H 1.71 1.11 4.72  0.314
10 O 3.19 0.69 0.02  -0.589
11 H 3.77 1.44 -0.19  0.306
12 H 2.73 0.98 0.81  0.286
13 O 1.78 3.79 -0.32  -0.628
14 H 2.35 3.41 0.35  0.291
15 H 1.08 3.08 -0.26  0.264
16 O -2.68 -4.18 1.35  -0.682
17 H -2.56 -3.46 1.96  0.288
18 H -1.92 -4.77 1.58  0.348
19 O 1.17 -0.93 0.08  -0.638
20 H 0.99 -0.05 -0.24  0.382
21 H 1.93 -1.18 -0.52  0.301
22 O -2.26 -3.89 -0.56  -0.617
23 H -1.48 -3.65 -0.06  0.334
24 H -2.36 -4.86 -0.28  0.325
25 O -0.52 -0.87 -3.87  -0.598
26 H -0.91 -0.69 -3.08  0.294
27 H 0.24 -0.35 -4.00  0.299
28 O -0.25 2.12 -2.01  -0.559
29 H 0.66 2.18 -1.91  0.301
30 H -0.61 2.78 -1.36  0.272

Entry 3:
The following is a quantum chemistry calculation of a molecular structure, C15H23Cl2CrP at a distorted geometry, from the Open Molecules 2025 dataset.

**E_HOMO (spin up / spin down)**: -2.53 / -3.75 eV
**Frontier orbital gap (spin up / spin down)**: 5.50 / 6.71 eV
**Spin multiplicity**: 4
**Charge**: -1
**Expectation value of S²**: 3.8422

Last column: Mulliken spin population.
Positions of all 42 atoms, in Å:
1 Cr 0.56 0.00 -0.76  3.242
2 Cl 0.25 -2.14 -1.25  0.025
3 Cl 1.05 1.83 0.48  0.025
4 C 1.99 0.32 -1.93  -0.135
5 H 2.65 1.16 -1.70  0.020
6 H 2.53 -0.52 -2.38  0.005
7 C -0.54 0.87 -2.10  -0.222
8 C 0.70 0.73 -2.83  -0.014
9 H -0.51 1.69 -1.33  -0.014
10 C 0.64 -0.21 -4.05  0.022
11 H 0.93 1.74 -3.22  0.029
12 C -0.59 0.00 -4.90  -0.002
13 H 1.57 -0.04 -4.61  -0.001
14 H 0.64 -1.25 -3.68  0.004
15 C -1.88 -0.05 -4.08  0.000
16 H -0.53 0.98 -5.40  0.001
17 H -0.60 -0.73 -5.72  0.000
18 C -1.81 0.95 -2.91  0.011
19 H -2.73 0.21 -4.73  0.002
20 H -2.02 -1.06 -3.69  0.000
21 H -1.81 1.94 -3.39  -0.007
22 H -2.70 0.87 -2.28  0.000
23 C 2.42 -0.75 1.95  -0.004
24 P 0.60 -0.87 1.68  0.000
25 C 0.12 -2.60 2.01  0.003
26 C -0.14 0.02 3.13  -0.010
27 C 0.15 -0.44 4.43  -0.003
28 C -0.47 0.14 5.53  -0.001
29 C -1.37 1.21 5.36  0.001
30 C -1.63 1.69 4.07  0.002
31 C -1.02 1.10 2.96  0.010
32 H 2.92 -1.12 1.05  0.001
33 H 2.74 -1.33 2.83  0.000
34 H 2.67 0.31 2.08  0.001
35 H 0.16 -2.84 3.08  -0.002
36 H -0.91 -2.71 1.65  0.003
37 H 0.76 -3.27 1.43  0.000
38 H 0.85 -1.27 4.56  0.002
39 H -0.26 -0.25 6.53  -0.001
40 H -1.85 1.65 6.22  0.000
41 H -2.31 2.54 3.93  0.000
42 H -1.22 1.50 1.96  0.007

Entry 4:
The following is a quantum chemistry calculation of a molecular structure, C30H21BeF10N5O2, from the Open Molecules 2025 dataset.

**E_HOMO**: -7.80 eV
**Frontier orbital gap**: 6.55 eV
**Charge**: 0
**ΔE to the lowest compared entry with this formula, charge and spin**: 0.0 kcal/mol

Last column: Mulliken charge in e.
Positions of all 69 atoms, in Å:
1 Be 0.33 -0.43 1.28  -1.855
2 C 1.51 1.95 2.23  -0.472
3 N 1.23 0.61 2.75  0.487
4 C 2.47 -0.10 2.99  -0.730
5 C 3.07 -0.46 1.63  -0.719
6 N 1.98 -0.65 0.69  1.436
7 C 2.36 -0.69 -0.64  -0.815
8 C 2.93 0.37 -1.35  -0.037
9 F 3.17 1.54 -0.72  -0.478
10 C 3.14 0.35 -2.72  0.258
11 F 3.59 1.44 -3.34  -0.407
12 C 2.81 -0.77 -3.46  0.729
13 F 2.97 -0.79 -4.78  -0.349
14 C 2.30 -1.87 -2.79  0.448
15 F 1.98 -2.98 -3.48  -0.378
16 C 2.12 -1.82 -1.42  0.481
17 F 1.63 -2.94 -0.84  -0.452
18 C 0.25 0.67 3.81  -0.757
19 C -1.11 1.00 3.17  -0.656
20 N -1.12 0.46 1.82  1.425
21 C -2.13 0.96 1.02  -0.685
22 C -3.11 0.12 0.48  0.274
23 F -3.17 -1.18 0.86  -0.456
24 C -4.05 0.52 -0.45  0.519
25 F -4.92 -0.36 -0.95  -0.366
26 C -4.10 1.84 -0.85  0.698
27 F -5.00 2.26 -1.75  -0.341
28 C -3.20 2.73 -0.29  0.260
29 F -3.21 4.01 -0.67  -0.380
30 C -2.26 2.29 0.62  -0.077
31 F -1.36 3.20 1.05  -0.493
32 H 2.01 2.56 3.00  0.302
33 H 0.58 2.44 1.94  0.118
34 H 2.15 1.89 1.36  0.123
35 H 2.24 -1.01 3.56  0.280
36 H 3.18 0.48 3.58  0.356
37 H 3.67 -1.37 1.75  0.321
38 H 3.77 0.32 1.30  0.461
39 H 0.50 1.43 4.57  0.360
40 H 0.23 -0.29 4.32  0.283
41 H -1.30 2.08 3.20  0.447
42 H -1.89 0.54 3.80  0.319
43 O 0.21 3.86 -4.83  -0.502
44 C -0.65 2.83 -4.84  0.423
45 O -1.41 2.68 -5.75  -0.555
46 C -0.60 1.89 -3.67  0.881
47 C -0.11 2.26 -2.42  -1.047
48 C -0.09 1.35 -1.38  0.009
49 C -0.56 0.05 -1.58  1.462
50 C -1.06 -0.32 -2.82  -0.782
51 C -1.09 0.60 -3.85  -1.623
52 N -0.46 -0.81 -0.45  1.075
53 C -0.93 -1.98 -0.44  -0.378
54 C -0.77 -2.78 0.79  0.374
55 C -1.26 -4.06 0.88  -1.224
56 C -1.08 -4.76 2.06  -0.584
57 C -0.42 -4.14 3.10  -1.065
58 C 0.04 -2.85 2.93  0.109
59 N -0.12 -2.16 1.80  0.479
60 H 0.83 3.78 -4.09  0.336
61 H 0.24 3.27 -2.23  0.504
62 H 0.30 1.62 -0.41  -0.401
63 H -1.41 -1.33 -3.01  0.469
64 H -1.48 0.33 -4.82  0.519
65 H -1.46 -2.44 -1.27  0.362
66 H -1.77 -4.50 0.03  0.539
67 H -1.46 -5.77 2.16  0.458
68 H -0.26 -4.64 4.05  0.473
69 H 0.56 -2.34 3.73  0.204

Entry 5:
The following is a quantum chemistry calculation of CH4N4 in the gas phase at a distorted geometry, from the Open Molecules 2025 dataset.

**E_HOMO**: -8.99 eV
**SMILES**: C1N=NNN1
**Frontier orbital gap**: 9.75 eV
**Charge**: 0
**ΔE to the lowest compared entry with this formula, charge and spin**: 103.1 kcal/mol

Last column: Mulliken charge in e.
Positions of all 9 atoms, in Å:
1 C -0.09 -1.04 -0.19  -0.181
2 N -1.49 -0.91 -0.12  -0.158
3 N -1.91 0.24 0.12  -0.169
4 N -0.95 1.20 -0.02  -0.030
5 N 0.31 0.67 -0.28  -0.453
6 H 0.46 -1.34 0.70  0.246
7 H 0.17 -1.57 -1.10  0.218
8 H -1.18 1.82 -0.72  0.255
9 H 1.07 0.72 0.42  0.272

Entry 6:
The following is a quantum chemistry calculation of 13 unconnected molecules or ions with the total composition C62H145N5O13 at a distorted geometry, from the Open Molecules 2025 dataset.

**E_HOMO**: -8.46 eV
**Frontier orbital gap**: 8.93 eV
**Charge**: 0

Last column: Mulliken charge in e.
Positions of all 225 atoms, in Å:
1 C 5.71 -3.27 -1.93  -1.631
2 C 5.33 -2.02 -1.06  1.232
3 O 5.16 -2.38 0.28  -0.809
4 H 5.06 -4.14 -1.75  0.224
5 H 6.73 -3.51 -1.76  0.346
6 H 5.64 -2.95 -2.95  0.692
7 H 4.56 -1.41 -1.50  -0.986
8 H 6.21 -1.36 -1.02  0.538
9 H 4.38 -2.95 0.21  -0.205
10 C 2.19 6.22 0.47  -1.332
11 C 1.49 6.18 -0.86  -0.260
12 O 1.43 4.84 -1.19  0.166
13 H 1.65 5.61 1.16  0.199
14 H 2.31 7.21 0.81  0.532
15 H 3.19 5.73 0.41  0.250
16 H 1.89 6.87 -1.61  0.331
17 H 0.45 6.56 -0.76  0.279
18 H 2.33 4.48 -1.47  -0.015
19 C -0.50 5.03 4.29  -0.704
20 C 0.86 4.97 4.86  -0.568
21 O 1.62 4.10 4.05  -0.297
22 H -0.99 4.08 4.59  0.166
23 H -0.49 5.10 3.22  0.093
24 H -1.10 5.86 4.67  0.479
25 H 0.83 4.59 5.90  0.375
26 H 1.31 5.97 4.98  0.336
27 H 2.41 3.78 4.44  0.170
28 C 5.84 2.51 -2.06  -1.398
29 C 4.44 2.49 -2.79  0.704
30 O 3.67 3.72 -2.58  -0.636
31 H 6.59 3.02 -2.70  0.376
32 H 6.13 1.51 -1.84  0.298
33 H 5.79 3.00 -1.09  0.362
34 H 3.80 1.70 -2.35  -0.344
35 H 4.53 2.29 -3.91  0.447
36 H 3.12 3.88 -3.38  0.330
37 C -5.38 -0.53 -1.86  -1.239
38 C -3.93 -0.91 -1.47  0.207
39 O -3.65 -0.78 -0.12  -0.285
40 H -6.08 -1.21 -1.31  0.364
41 H -5.57 -0.59 -2.93  0.412
42 H -5.65 0.50 -1.59  0.157
43 H -3.20 -0.30 -2.00  -0.139
44 H -3.73 -1.91 -1.80  0.378
45 H -4.40 -1.18 0.39  0.097
46 C 5.08 0.75 4.00  -1.248
47 C 5.20 -0.53 3.23  0.560
48 O 5.40 -0.25 1.84  -0.488
49 H 4.95 0.64 5.10  0.357
50 H 4.29 1.41 3.61  0.147
51 H 6.02 1.27 3.78  0.341
52 H 4.26 -1.10 3.38  -0.248
53 H 6.03 -1.10 3.67  0.419
54 H 5.15 -1.04 1.34  0.416
55 C 2.78 -4.35 4.36  -1.493
56 C 1.94 -3.45 3.46  0.725
57 O 1.37 -4.47 2.56  0.075
58 H 2.20 -4.94 5.03  0.385
59 H 3.49 -3.77 5.03  0.324
60 H 3.36 -5.08 3.73  0.175
61 H 2.61 -2.79 2.89  -0.357
62 H 1.18 -2.84 3.92  0.428
63 H 0.50 -4.23 2.23  -0.556
64 C 0.44 6.67 -5.14  -1.939
65 C -0.62 5.62 -4.70  1.881
66 C -1.70 5.46 -5.82  -1.432
67 C -2.49 4.13 -5.65  -0.402
68 C -1.63 2.90 -5.64  -1.018
69 C -0.55 2.99 -4.55  1.784
70 N 0.18 4.34 -4.75  -0.317
71 O 1.31 4.36 -3.96  -0.179
72 C -1.20 2.79 -3.23  -0.400
73 C 0.42 1.90 -4.77  -1.764
74 C -1.29 5.93 -3.39  -0.960
75 H 0.72 6.51 -6.24  0.354
76 H 1.30 6.61 -4.57  0.381
77 H 0.02 7.68 -5.20  0.417
78 H -2.35 6.32 -5.90  0.385
79 H -1.14 5.36 -6.72  0.480
80 H -3.26 4.06 -6.39  0.486
81 H -3.08 4.24 -4.68  0.036
82 H -0.98 2.96 -6.57  0.365
83 H -2.21 1.95 -5.64  0.270
84 H -1.37 1.71 -3.02  0.074
85 H -0.54 3.24 -2.47  -0.331
86 H -2.14 3.33 -3.18  -0.155
87 H 1.21 1.95 -3.97  0.010
88 H -0.18 0.96 -4.60  0.267
89 H 0.85 1.87 -5.74  0.740
90 H -1.66 6.94 -3.36  0.659
91 H -0.73 5.74 -2.50  -0.391
92 H -2.17 5.30 -3.29  0.096
93 H 1.06 4.44 -3.02  0.480
94 C -3.94 5.20 0.14  -1.416
95 C -5.20 4.43 0.39  1.902
96 C -5.00 3.29 1.35  -0.440
97 C -4.97 3.82 2.82  -0.071
98 C -6.22 4.64 3.19  -1.306
99 C -6.38 5.83 2.20  1.704
100 N -6.36 5.32 0.82  0.046
101 O -6.51 6.40 -0.11  -0.496
102 C -7.67 6.49 2.47  -2.047
103 C -5.27 6.83 2.43  -1.565
104 C -5.47 3.84 -0.98  -1.812
105 H -3.27 4.68 -0.55  0.282
106 H -3.37 5.40 1.03  0.078
107 H -4.26 6.20 -0.27  0.397
108 H -5.95 2.68 1.24  0.423
109 H -4.10 2.68 1.02  -0.335
110 H -4.20 4.58 2.91  -0.128
111 H -4.77 3.07 3.60  0.463
112 H -6.04 5.09 4.21  0.404
113 H -7.09 4.02 3.21  0.356
114 H -7.67 6.79 3.51  0.460
115 H -7.80 7.45 1.99  0.407
116 H -8.55 5.83 2.38  0.402
117 H -4.27 6.37 2.52  0.142
118 H -5.20 7.42 1.53  0.348
119 H -5.51 7.45 3.28  0.476
120 H -6.40 3.26 -1.03  0.422
121 H -4.60 3.23 -1.22  0.160
122 H -5.50 4.64 -1.77  0.413
123 H -7.31 6.17 -0.65  0.354
124 C 3.04 -7.25 1.56  -1.272
125 C 4.02 -6.73 0.45  1.342
126 C 4.38 -7.86 -0.58  -1.398
127 C 3.24 -8.22 -1.54  -0.732
128 C 2.83 -6.99 -2.30  -1.455
129 C 2.32 -5.90 -1.33  1.972
130 N 3.49 -5.68 -0.42  -0.242
131 O 3.26 -4.55 0.41  2.499
132 C 2.17 -4.66 -2.14  -1.748
133 C 1.05 -6.23 -0.56  -1.612
134 C 5.24 -6.13 1.14  -1.852
135 H 3.73 -7.63 2.38  0.414
136 H 2.36 -7.96 1.15  0.432
137 H 2.46 -6.44 2.08  -0.117
138 H 5.21 -7.56 -1.27  0.269
139 H 4.69 -8.73 -0.05  0.480
140 H 2.39 -8.65 -0.99  0.283
141 H 3.56 -9.03 -2.16  0.524
142 H 2.10 -7.20 -3.10  0.411
143 H 3.74 -6.49 -2.69  0.316
144 H 1.90 -3.78 -1.57  -0.395
145 H 3.08 -4.46 -2.73  0.402
146 H 1.33 -4.77 -2.83  0.787
147 H 1.00 -7.16 -0.01  0.314
148 H 0.79 -5.46 0.20  -0.133
149 H 0.16 -6.28 -1.23  0.583
150 H 5.82 -6.85 1.69  0.538
151 H 5.01 -5.28 1.79  0.180
152 H 5.90 -5.93 0.29  0.388
153 H 2.44 -4.66 0.95  -0.627
154 C 0.45 0.51 2.81  -0.837
155 C -0.09 1.19 1.59  2.699
156 C 0.94 2.31 1.09  -0.885
157 C 2.23 1.66 0.64  -0.496
158 C 1.84 0.72 -0.57  0.838
159 C 0.85 -0.44 -0.18  3.977
160 N -0.39 0.24 0.49  -0.089
161 O -1.24 -0.79 1.04  0.441
162 C 0.30 -1.10 -1.38  -0.373
163 C 1.61 -1.44 0.69  0.330
164 C -1.42 1.88 1.82  -1.605
165 H -0.16 -0.32 3.08  -0.263
166 H 0.39 1.22 3.60  0.541
167 H 1.49 0.06 2.81  -0.178
168 H 0.46 2.90 0.33  -0.399
169 H 1.17 3.04 1.86  0.108
170 H 2.77 1.14 1.44  -0.531
171 H 2.86 2.43 0.15  0.652
172 H 2.77 0.27 -0.93  -0.922
173 H 1.36 1.37 -1.36  -0.836
174 H 1.07 -1.13 -2.12  -0.607
175 H 0.02 -2.17 -1.23  -0.487
176 H -0.54 -0.53 -1.71  0.078
177 H 0.92 -2.02 1.32  -0.992
178 H 2.07 -2.20 0.08  -0.121
179 H 2.29 -0.94 1.39  -0.927
180 H -1.32 2.66 2.64  -0.565
181 H -2.22 1.15 2.05  0.422
182 H -1.66 2.41 0.89  0.415
183 H -2.04 -0.74 0.54  -0.104
184 C -2.17 -6.21 1.94  -1.775
185 C -3.16 -5.00 1.87  1.785
186 C -4.52 -5.46 2.51  -1.488
187 C -4.47 -5.64 4.03  -0.503
188 C -3.98 -4.29 4.61  -1.422
189 C -2.62 -3.83 4.11  1.553
190 N -2.73 -3.72 2.57  -0.199
191 O -1.45 -3.46 1.99  1.909
192 C -2.52 -2.28 4.44  -1.349
193 C -1.39 -4.58 4.59  -1.512
194 C -3.30 -4.76 0.38  -1.609
195 H -2.42 -6.94 1.15  0.458
196 H -2.13 -6.73 2.90  0.235
197 H -1.25 -5.79 1.70  0.394
198 H -5.33 -4.76 2.22  0.341
199 H -4.85 -6.39 2.04  0.378
200 H -3.81 -6.52 4.29  0.250
201 H -5.49 -5.81 4.44  0.437
202 H -4.06 -4.30 5.73  0.406
203 H -4.70 -3.55 4.27  0.368
204 H -2.71 -2.07 5.50  0.434
205 H -1.58 -1.97 4.02  -0.122
206 H -3.28 -1.75 3.83  0.335
207 H -1.51 -5.63 4.40  0.273
208 H -0.56 -4.15 4.01  0.316
209 H -1.25 -4.30 5.66  0.432
210 H -3.79 -3.75 0.20  0.029
211 H -3.91 -5.48 -0.11  0.599
212 H -2.33 -4.73 -0.16  0.065
213 H -1.35 -2.49 1.80  -0.431
214 C 1.50 -1.77 -4.93  -0.546
215 C 2.89 -1.29 -5.20  0.294
216 C 3.73 -1.31 -3.91  0.035
217 O 3.51 -2.26 -6.09  -0.622
218 H 1.39 -2.69 -4.32  -0.068
219 H 1.00 -1.93 -5.84  0.531
220 H 0.94 -0.99 -4.45  -0.248
221 H 2.81 -0.32 -5.70  0.326
222 H 3.94 -2.32 -3.63  -0.264
223 H 3.19 -0.81 -3.11  -0.476
224 H 4.65 -0.78 -4.08  0.714
225 H 4.35 -1.89 -6.40  0.341

Q: Which of these has the lowest charge?
A: C15H23Cl2CrP